(1)
Entry from the Open Molecules 2025 dataset: a structure of composition C9H10BF6N6O4ReSSb (ωB97M-V with the def2-TZVPD basis set).

Properties
Lowest unoccupied orbital energy (spin up / spin down), eV: -6.75 / -6.74
ΔE to the lowest compared entry with this formula, charge and spin, kcal/mol: 2.42
Multiplicity: 3
Expectation value of S²: 2.014
Net charge: +1
Gap between HOMO and LUMO (spin up / spin down), eV: 7.00 / 7.11

Geometry as XYZ:
```
39
Properties=species:S:1:pos:R:3:lowdin_spin:R:1
Re -0.0693 0.2046 0.5813 1.6045
C -0.6473 -3.8269 1.7138 0.0112
C -0.7179 -2.4784 1.9836 0.0178
N -0.1643 -1.7903 0.9618 0.0220
N 0.2369 -2.6931 0.0199 0.0080
C -0.0459 -3.9146 0.4596 0.0271
B 0.8565 -2.1990 -1.3217 0.0008
N 2.0547 -1.3082 -0.9535 0.0015
C 3.3469 -1.3606 -1.2827 0.0278
C 4.0003 -0.2813 -0.7071 0.0088
C 3.0175 0.4106 -0.0232 0.0194
N 1.8396 -0.2180 -0.1762 0.0128
N -0.1684 -1.2552 -2.0052 0.0103
C -0.7274 -1.2450 -3.2109 0.0075
C -1.5351 -0.1149 -3.3371 0.0016
C -1.4259 0.5479 -2.1350 0.0059
N -0.5989 -0.1540 -1.3298 0.0035
H -0.9889 -4.6377 2.3315 0.0004
H -1.1280 -1.9572 2.8336 0.0003
H 0.1893 -4.7729 -0.1483 0.0015
H 1.1569 -3.1084 -2.0218 0.0000
H 3.7144 -2.1612 -1.9030 0.0013
H 5.0443 -0.0352 -0.7770 0.0003
H 3.0888 1.3095 0.5664 0.0005
H -0.5249 -2.0435 -3.9060 0.0008
H -2.1244 0.1733 -4.1888 0.0000
H -1.8879 1.4565 -1.7775 0.0001
O -0.7671 2.7882 2.3931 0.0048
S 0.4327 2.6418 1.5937 0.0151
O 1.4841 3.5596 1.7115 0.0030
O 0.0423 2.2159 0.1756 0.0540
O 0.9234 1.0975 1.9557 0.0171
F -1.8608 0.2178 1.0286 0.1091
Sb -2.5787 4.0909 1.8708 0.0003
F -2.7787 2.8288 0.4795 0.0004
F -3.4405 2.8850 3.0056 0.0002
F -4.0047 5.1650 1.3871 0.0000
F -2.0045 5.0777 3.3390 0.0001
F -1.2388 4.8850 0.8129 0.0001
```

=====

(2)
Entry from the Open Molecules 2025 dataset: an isolated molecule of C9H10BN in a non-equilibrium geometry (ωB97M-V with the def2-TZVPD basis set).

Properties
Lowest unoccupied orbital energy (spin up / spin down), eV: -0.43 / -4.42
ΔE to the lowest compared entry with this formula, charge and spin, kcal/mol: 0.00
Multiplicity: 3
Expectation value of S²: 2.018
Net charge: 0
Gap between HOMO and LUMO (spin up / spin down), eV: 5.33 / 5.12

Geometry as XYZ:
```
21
Properties=species:S:1:pos:R:3:lowdin_spin:R:1
B 1.7745 -0.7572 1.2310 0.2718
C 1.7455 -1.1346 2.6702 0.0685
C -0.6993 -0.0864 1.2022 0.3226
C 0.4555 -0.1249 -0.9067 0.3035
C -1.8274 0.4229 0.5456 0.2464
C -0.7420 0.3344 -1.5594 0.2733
C 0.5091 -0.2878 0.4581 0.1657
C -1.8521 0.6091 -0.8235 0.1490
C 3.3860 -1.0175 0.3453 0.0247
C -2.9969 1.2803 -1.5053 0.0155
N 1.8417 -1.4478 3.7768 0.1047
H -0.7517 0.0182 2.3394 0.0090
H 1.3756 -0.4844 -1.4954 0.0083
H -2.6039 0.8363 1.1114 0.0096
H -0.8200 0.3588 -2.6340 0.0095
H 3.2664 -0.4613 -0.6723 0.0009
H 3.5480 -2.0092 -0.0491 0.0055
H 4.1788 -0.6318 1.0200 0.0031
H -2.9392 2.3677 -1.3590 0.0063
H -2.8957 1.1752 -2.5867 0.0004
H -3.9528 1.0401 -1.1087 0.0018
```

=====

(3)
Entry from the Open Molecules 2025 dataset: an isolated molecule of C9H10BNO2 in a non-equilibrium geometry (ωB97M-V with the def2-TZVPD basis set).

Properties
Lowest unoccupied orbital energy, eV: -0.81
ΔE to the lowest compared entry with this formula, charge and spin, kcal/mol: 31.03
Net charge: 0
Gap between HOMO and LUMO, eV: 7.46

Geometry as XYZ:
```
23
Properties=species:S:1:pos:R:3:lowdin_charge:R:1
B 0.4829 1.2798 0.3187 -0.6476
C -3.3754 0.6603 -0.2305 -0.0482
C -3.4290 -0.7303 -0.2051 -0.0674
C -2.1732 1.3217 -0.0444 -0.0268
C -2.2787 -1.4557 0.0097 -0.0008
C -0.9825 0.6295 0.1552 -0.0107
C -1.0593 -0.7789 0.1857 -0.1626
C 0.1104 -1.5310 0.3693 -0.0396
C 3.3639 -0.7998 -0.6920 -0.0965
C 2.8705 0.1642 0.3906 -0.3030
N 1.4769 0.3601 0.3143 0.1266
O 0.6357 -2.5566 0.5515 0.2130
O 0.6646 2.6448 0.4300 0.1322
H -4.2798 1.2280 -0.3974 0.1102
H -4.3697 -1.2393 -0.3507 0.1071
H -2.1663 2.4035 -0.0720 0.1095
H -2.2968 -2.5354 0.0452 0.1242
H 2.9090 -1.7768 -0.5506 0.0497
H 3.0853 -0.4298 -1.6763 0.0710
H 4.4446 -0.9049 -0.6446 0.0641
H 3.1410 -0.2363 1.3806 0.1124
H 3.3743 1.1360 0.2762 0.1173
H -0.1481 3.1468 0.4367 0.0659
```

=====

(4)
Entry from the Open Molecules 2025 dataset: a structure of composition C9H10Cl4CuO2Sb in a non-equilibrium geometry (ωB97M-V with the def2-TZVPD basis set).

Properties
Lowest unoccupied orbital energy (spin up / spin down), eV: 2.85 / 2.64
Multiplicity: 2
Expectation value of S²: 0.759
Net charge: -1
Gap between HOMO and LUMO (spin up / spin down), eV: 6.47 / 6.51

Geometry as XYZ:
```
27
Properties=species:S:1:pos:R:3:lowdin_spin:R:1
Cu -0.7643 0.8874 0.7111 0.4241
Cl -0.8360 -5.4556 2.5857 0.0003
C -1.1498 -3.7245 2.4522 0.0032
C -2.0709 -3.1029 3.3226 0.0045
Cl -2.9119 -4.0547 4.5474 0.0009
C -2.3209 -1.7209 3.2155 0.0084
Cl -3.4650 -0.9180 4.2880 0.0019
C -1.6501 -0.9749 2.2426 0.0017
O -1.8448 0.3226 2.0971 0.1093
C -0.7336 -1.5934 1.3765 -0.0021
O -0.1339 -0.8321 0.4803 0.0668
C -0.4789 -2.9640 1.4749 0.0070
Cl 0.6759 -3.7126 0.3749 0.0013
C 2.1059 0.3813 -2.4051 0.0069
Sb 0.8087 1.7228 -1.3105 0.0405
C 0.0070 2.6420 -3.0980 -0.0020
C 2.3440 3.2230 -1.0380 0.0192
H 2.6537 0.9465 -3.1866 0.0010
H 1.4967 -0.4123 -2.8842 0.0000
H 2.8335 -0.0799 -1.7068 0.0000
H 0.8327 2.8888 -3.7965 -0.0003
H -0.5336 3.5697 -2.8208 -0.0001
H -0.6969 1.9390 -3.5888 0.0006
H 2.8750 3.3952 -1.9969 0.0024
H 3.0667 2.8735 -0.2721 0.0001
H 1.8767 4.1702 -0.6996 0.0002
H -1.9857 0.5840 -0.3647 0.3042
```

=====

The calculation returns the following energy values, one per record and in order: -63108.3437, -11656.7130, -15756.9309, -114856.3678 eV.